Below is 4 unconnected molecules or ions with the total composition C45H33BrNO6S, with properties calculated with ωB97M-V with the def2-TZVPD basis set.

CARTESIAN COORDINATES (ANGSTROEM)
1 Br 6.95124 5.99318 7.89884
2 S 6.77558 4.73223 6.01357
3 O -7.06437 1.37783 1.26527
4 O 1.38131 0.43084 0.09838
5 O 2.00301 -3.22261 -3.10901
6 O 6.22420 1.61805 2.00765
7 O -7.72737 -3.73609 -0.11912
8 O -1.15756 -4.92515 -7.06128
9 N 5.24262 5.02885 5.23011
10 C 3.94383 7.33995 5.00709
11 C -2.14323 -2.89738 -2.60019
12 C 1.49791 2.15874 2.29329
13 C -10.88388 0.13488 0.07263
14 C -9.63389 0.58797 0.49682
15 C -9.95976 -2.06556 -0.30821
16 C 1.60126 -5.06764 -7.48584
17 C 5.25371 6.41651 4.62873
18 C -0.19109 -3.51512 -3.89375
19 C 4.23617 8.13352 6.44284
20 C 4.02563 2.71037 3.34298
21 C -3.69188 -1.11100 1.22960
22 C -2.96667 -3.29385 -3.65364
23 C 3.81299 -4.60964 -6.62602
24 C 1.62590 2.98999 3.40699
25 C 2.49039 0.68133 0.55382
26 C -8.53959 -0.28668 0.51122
27 C 5.11136 1.32122 1.58851
28 C 3.69756 0.06865 -0.03562
29 C 1.86139 -4.09699 -5.28376
30 C 4.96339 0.39376 0.44953
31 C -7.56837 -2.55551 0.16921
32 C 5.97238 -1.07601 -1.19059
33 C -5.14228 -2.92875 0.57166
34 C 3.90082 1.88162 2.22134
35 C 1.03689 -4.56021 -6.30798
36 C -1.01534 -3.93436 -4.93729
37 C -7.21072 0.21149 0.92110
38 C -6.05992 -0.71338 0.90182
39 C -2.40566 -3.81770 -4.81945
40 C -11.04477 -1.18801 -0.33857
41 C -0.43163 -4.50623 -6.16701
42 C 1.27833 -3.58737 -4.02662
43 C 2.98795 -5.09141 -7.64193
44 C -8.70609 -1.61561 0.12346
45 C 6.10402 -0.17210 -0.13538
46 C -0.75683 -3.00605 -2.71752
47 C 3.56809 -0.84330 -1.09129
48 C 2.63756 1.59385 1.70609
49 C -6.23624 -2.05328 0.55978
50 C 4.70551 -1.41720 -1.66335
51 C 2.88761 3.25806 3.93731
52 C -4.78344 -0.23992 1.23239
53 C -3.87278 -2.45560 0.90681
54 C 3.25291 -4.11684 -5.44544
55 H -11.73156 0.81644 0.05772
56 H 6.85890 -1.51736 -1.64080
57 H 3.34142 8.84152 6.72814
58 H 7.78522 5.26798 5.15943
59 H 0.50940 1.94952 1.88818
60 H -3.05495 -4.13001 -5.63571
61 H -4.63417 0.80776 1.48870
62 H 3.81432 8.16155 4.15112
63 H -4.04665 -3.19730 -3.56711
64 H 4.30248 7.27569 7.25785
65 H 7.09608 0.08575 0.23164
66 H 2.94630 6.71265 5.13226
67 H 0.96333 -5.44093 -8.28526
68 H -10.09403 -3.09829 -0.62577
69 H 3.90424 -3.74550 -4.65583
70 H 4.60243 -2.12907 -2.47949
71 H -5.27499 -3.97871 0.31600
72 H 4.89355 -4.61928 -6.75157
73 H 5.32936 6.26379 3.44763
74 H -2.70069 -0.74012 1.48152
75 H 2.98632 3.89570 4.81300
76 H 5.00777 2.92823 3.75931
77 H -0.12012 -2.68943 -1.89327
78 H -2.58079 -2.49767 -1.68800
79 H 5.23555 8.76932 6.37856
80 H 2.58279 -1.11265 -1.46841
81 H 6.19807 7.00762 5.05363
82 H 0.73966 3.42421 3.86456
83 H -3.02393 -3.13594 0.91159
84 H -9.51456 1.62335 0.81111
85 H 3.42418 -5.48204 -8.55874
86 H 4.43299 4.86467 5.86924
87 H -12.01608 -1.53777 -0.68122

Values from the calculation:
Calculated total energy, eV: -141844.7453
Total charge: +1
LUMO energy, eV: -6.14
Largest force on an atom, Eh/bohr: 0.0603

These are the Mulliken partial charges, in e, on atoms 1 to 8: number 1, Br, carries 0.069; number 2, S, carries 0.147; number 3, O, carries -0.677; number 4, O, carries -0.699; number 5, O, carries -0.690; number 6, O, carries -0.722; number 7, O, carries -0.674; number 8, O, carries -0.675

---

Below is a molecular structure, C45H34N6P2S2Se3Y, with properties calculated with ωB97M-V with the def2-TZVPD basis set.

CARTESIAN COORDINATES (ANGSTROEM)
1 Y 1.37311 -2.54869 -0.01019
2 Se -2.95688 0.92327 3.95688
3 Se 3.78268 -4.06547 0.53657
4 Se -0.03738 -0.19616 -3.35375
5 S 2.25600 -0.59308 1.69183
6 S 2.08898 -4.31409 -4.35072
7 P -0.69288 1.06728 -1.80668
8 P -2.27315 1.65639 2.11910
9 N -0.58531 -1.10154 -0.26526
10 N 1.82123 -8.09876 2.03794
11 N -0.81005 -1.64149 0.92971
12 N 1.26130 -2.94073 2.39117
13 N 2.86009 -1.47264 -1.62843
14 N -1.31566 -0.76499 1.74687
15 C -6.09790 2.95563 -0.05532
16 C 1.82204 -1.80642 2.85750
17 C -0.68652 3.76848 1.20747
18 C -0.95819 0.19592 -0.22824
19 C -1.09148 3.71990 3.57266
20 C -1.44542 0.40614 1.08780
21 C -3.12272 1.23967 -3.08818
22 C -5.39957 3.87695 0.71482
23 C 2.04313 -3.32004 -2.91018
24 C -4.54334 3.17573 -3.21791
25 C 4.39437 0.14398 -2.48593
26 C 1.67484 -2.61947 5.10984
27 C -4.27855 1.85347 -3.54892
28 C 0.45615 -4.91217 -2.49047
29 C -2.49684 3.26808 -1.95886
30 C 3.59787 -0.36971 -1.48601
31 C 0.86539 -5.32182 -3.72212
32 C 1.46607 2.19188 -0.45900
33 C 0.89406 -3.88908 3.26314
34 C 2.65264 4.14254 -1.21566
35 C 3.71512 -1.69882 -3.84298
36 C 0.70800 3.38585 -2.41441
37 C 0.12387 5.55272 2.58869
38 C -1.23100 3.13973 2.31806
39 C -0.41700 4.92769 3.70460
40 C -4.38698 1.31725 0.34843
41 C -3.65246 3.88025 -2.42278
42 C 3.60894 -6.48662 2.08186
43 C 2.98354 -5.68078 1.12547
44 C -0.00253 4.96740 1.33599
45 C -4.19882 3.51785 1.31125
46 C -3.68583 2.23685 1.12625
47 C 2.03624 -1.62484 4.23158
48 C 1.08200 -3.78138 4.62086
49 C 0.55804 2.34271 -1.50032
50 C 2.90406 -2.14781 -2.79631
51 C 2.99581 -7.65518 2.49897
52 C 2.51364 3.09304 -0.31905
53 C 1.75699 -6.14768 0.63812
54 C 1.74980 4.28921 -2.26391
55 C 1.23029 -7.33693 1.11552
56 C 4.44981 -0.54359 -3.69124
57 C 1.12042 -3.74496 -1.98519
58 C -2.22449 1.94196 -2.28774
59 C -5.59139 1.67648 -0.23828
60 H 3.46774 -8.28167 3.25241
61 H -3.85820 4.91015 -2.15441
62 H 0.43132 5.43700 0.46054
63 H 3.21500 2.96684 0.49861
64 H 0.43312 -4.76950 2.83876
65 H -7.03913 3.23706 -0.51538
66 H 0.77257 -4.58310 5.27727
67 H 2.48538 -0.69747 4.56019
68 H 4.55941 -6.17879 2.49937
69 H -1.51663 3.21845 4.43289
70 H -0.79672 3.31013 0.24169
71 H 0.01843 3.46984 -3.24570
72 H 0.51412 -6.16765 -4.29965
73 H 0.64548 6.49690 2.69598
74 H -5.44291 3.65951 -3.58232
75 H 4.95092 1.05746 -2.32494
76 H -5.79810 4.87383 0.86132
77 H -3.99313 0.31554 0.21934
78 H -2.89454 0.21850 -3.36583
79 H -4.96160 1.30330 -4.18464
80 H 1.22458 -5.60115 -0.12848
81 H 1.86690 5.10140 -2.97220
82 H -6.13359 0.95716 -0.84086
83 H -3.66542 4.22894 1.92975
84 H -0.32169 -5.44404 -1.95348
85 H 1.35117 1.38149 0.25369
86 H -0.31864 5.38541 4.68141
87 H 3.54221 0.11134 -0.52019
88 H 3.73759 -2.25674 -4.76966
89 H -1.79973 3.84477 -1.36949
90 H 5.06379 -0.17099 -4.50279
91 H 0.28238 -7.70739 0.73100
92 H 3.46703 4.84949 -1.10329
93 H 1.84670 -2.50540 6.17416

Values from the calculation:
Calculated total energy, eV: -293494.4642
Total charge: -1
LUMO energy, eV: 2.14
Largest force on an atom, Eh/bohr: 0.0251
ΔE to the lowest compared entry with this formula, charge and spin, kJ/mol: 84.4

These are the Mulliken partial charges, in e, on atoms 1 to 8: number 1, Y, carries -0.208; number 2, Se, carries -0.484; number 3, Se, carries -0.215; number 4, Se, carries -0.287; number 5, S, carries -0.650; number 6, S, carries -0.339; number 7, P, carries 0.743; number 8, P, carries 0.593